C9H12B3CaF12O9 | ωB97M-V/def2-TZVPD

The max |F| comes out at 0.184 hartree/bohr. The calculation puts the LUMO energy at 2.00 eV. For the gap between HOMO and LUMO, the calculation gives 0.357 Ha. As for the HOMO energy: -7.715 eV.

Structure (ORCA input):
```
! wB97M-V def2-TZVPD RIJCOSX def2/J DEFGRID3
* xyz -1 1
Ca -1.4193 0.9636 0.6249
B -1.0209 1.8678 3.2753
F -0.6670 0.6081 2.8564
F -1.4347 1.9397 4.5609
F -0.0038 2.7453 3.2372
F -1.9245 2.2761 2.3834
B -1.4300 3.7339 -0.2702
F -1.9616 2.7888 -1.0924
F -0.8653 4.8170 -0.9606
F -2.4843 4.1260 0.5523
F -0.4964 3.1358 0.5253
B -3.7107 -0.0505 0.6024
F -3.1617 -0.1191 1.8523
F -3.5567 1.1667 0.0750
F -2.9477 -0.9666 -0.0817
F -5.0182 -0.4199 0.6932
C 0.6325 -0.0734 -4.7532
C 0.4948 -1.5443 -4.3503
O 0.0221 -1.4596 -3.0181
C -0.3107 -0.2538 -2.6783
O -0.7905 0.0751 -1.5791
O 0.0380 0.6146 -3.6856
H 0.0068 0.0153 -5.6413
H 1.6332 0.3284 -4.9121
H 1.4422 -2.0813 -4.3980
H -0.2961 -2.0474 -4.9067
C 4.3309 1.4047 1.0130
C 4.1449 2.1735 -0.2276
O 2.8672 1.8414 -0.7166
C 2.1795 1.1614 0.2961
O 0.9520 0.9925 0.2835
O 3.0614 0.8177 1.2368
H 4.6325 2.1516 1.7473
H 5.0380 0.5769 0.9593
H 4.8170 1.7712 -0.9856
H 4.3394 3.2218 -0.0008
C -0.8841 -4.7210 1.3465
C -0.6154 -4.0832 2.7013
O -0.7901 -2.7374 2.3277
C -0.6539 -2.5075 1.1520
O -0.4557 -1.3146 0.7856
O -0.7846 -3.6819 0.3665
H -1.8585 -5.1997 1.2497
H -0.2355 -5.5628 1.1037
H 0.4455 -4.1367 2.9458
H -1.2999 -4.3548 3.5049
*
```

These are the Mulliken partial charges, in e, on atoms 1 to 6: atom 1 (Ca): 2.311, atom 2 (B): 0.192, atom 3 (F): -0.264, atom 4 (F): -0.374, atom 5 (F): -0.390, atom 6 (F): -0.211

---

C9H12BrCl2N4OS | ωB97M-V/def2-TZVPD

The max |F| comes out at 0.221 hartree/bohr. For the energy relative to the best compared isomer or geometry (same formula, charge and spin), the calculation gives 198.23 kcal per mole. The calculation puts the LUMO energy at -5.56 eV. For the gap between HOMO and LUMO, the calculation gives 0.280 Ha. As for the HOMO energy: -13.166 eV.

Structure (ORCA input):
```
! wB97M-V def2-TZVPD RIJCOSX def2/J DEFGRID3
* xyz 1 1
C -1.0355 -1.2507 -2.0800
C -1.4940 -1.0066 -0.5195
N -0.6009 -0.0292 0.2420
N 0.6013 -0.6741 0.6346
N 1.6014 -0.5409 -0.2671
C 2.8933 -1.2104 0.0109
O 4.0064 -1.1035 -0.9780
C 3.4191 -1.3492 -2.3365
N 3.2033 -1.7390 -3.5518
C 3.0692 -2.0349 1.4034
S 4.7328 -2.8865 1.7259
C 1.8582 -2.1385 2.5030
C 0.4819 -1.3536 1.9648
Br -1.2242 -1.3268 3.0579
H -0.9249 -2.4161 -2.3143
H -0.0239 -0.7005 -2.3725
H -1.8704 -0.7882 -2.7971
H -1.5074 -2.0436 0.0696
H -2.6166 -0.6144 -0.4639
H -0.3371 0.7906 -0.3789
H 4.8820 -3.8041 0.6367
H 1.9094 -2.6888 3.5459
Cl -1.2481 4.3577 1.8014
C -2.4025 4.5780 0.4620
C -3.0631 3.2712 0.0531
Cl -1.9163 2.1512 -0.7237
H -1.8676 5.0386 -0.3745
H -3.1606 5.2849 0.8114
H -3.8552 3.4678 -0.6759
H -3.5100 2.7597 0.9111
*
```

These are the Mulliken partial charges, in e, on atoms 1 to 6: atom 1 (C): -0.782, atom 2 (C): -0.422, atom 3 (N): -0.558, atom 4 (N): 0.816, atom 5 (N): -0.667, atom 6 (C): 0.403

---

C9H12Cl2DyN2O4Sc | ωB97M-V/def2-TZVPD

The max |F| comes out at 0.168 hartree/bohr. For the energy relative to the best compared isomer or geometry (same formula, charge and spin), the calculation gives 0.00 kcal per mole. The calculation puts the LUMO energy (spin up / spin down) at -14.74 / -15.53 eV. For the gap between HOMO and LUMO (spin up / spin down), the calculation gives 0.217 / 0.188 Ha. As for the HOMO energy (spin up / spin down): -20.650 / -20.650 eV. As for the expectation value of S²: 9.354.

Structure (ORCA input):
```
! wB97M-V def2-TZVPD RIJCOSX def2/J DEFGRID3
* xyz 4 6
Dy -1.9964 5.0502 -3.5674
Sc -0.3934 1.3237 -0.0314
Cl 0.0653 3.8112 -3.8701
Cl -1.9062 2.8321 -1.0876
C 0.6592 2.6429 1.6176
C -1.6765 6.0094 -5.8532
C -2.3116 7.4631 -4.2073
O 1.1917 3.2797 2.4610
O -1.4441 6.4887 -6.8841
O -2.4178 8.5431 -4.6229
C 2.2053 -2.5214 -0.7608
N 1.3886 -2.4531 0.4491
C 1.4218 -3.6276 1.2949
C 0.7507 -3.3752 2.6095
C -0.5610 -2.6132 2.5715
N -0.4459 -1.5478 1.5897
C -1.3439 -0.3968 1.5719
C 0.5280 -1.4649 0.6646
O 0.6056 -0.4032 -0.0767
H 3.1523 -3.0372 -0.5266
H 2.4526 -1.5179 -1.1372
H 1.7059 -3.0767 -1.5838
H 0.9554 -4.5199 0.8332
H 2.4317 -3.9387 1.5765
H 1.4129 -2.8342 3.3088
H 0.5114 -4.3558 3.0407
H -0.7237 -2.2181 3.5930
H -1.4064 -3.2849 2.3124
H -1.7993 -0.1591 0.5243
H -2.1938 -0.6215 2.1961
H -0.8185 0.5229 1.9941
*
```

These are the Mulliken partial charges, in e, on atoms 1 to 6: atom 1 (Dy): 1.896, atom 2 (Sc): 0.684, atom 3 (Cl): -0.264, atom 4 (Cl): -0.243, atom 5 (C): 0.386, atom 6 (C): 0.033

---

C9H12Cl2InIrN4O3 | ωB97M-V/def2-TZVPD

The max |F| comes out at 0.149 hartree/bohr. The calculation puts the LUMO energy (spin up / spin down) at -16.69 / -18.89 eV. For the gap between HOMO and LUMO (spin up / spin down), the calculation gives 0.249 / 0.174 Ha. As for the HOMO energy (spin up / spin down): -23.462 / -23.636 eV. As for the expectation value of S²: 6.031.

Structure (ORCA input):
```
! wB97M-V def2-TZVPD RIJCOSX def2/J DEFGRID3
* xyz 4 5
In 1.4733 2.6702 -2.5702
Ir 0.9043 0.2547 -1.8162
Cl 3.0573 0.7946 -0.9697
Cl 1.3454 -2.1382 -1.8663
C -0.6559 0.2300 -2.7725
C 4.2087 3.2313 -2.3927
C 2.4450 1.8858 -4.8819
O -1.6610 0.2335 -3.3739
O 5.3220 3.0051 -2.2536
O 2.9460 1.2146 -5.6597
C -1.2369 -1.2872 -0.1926
N -0.2033 -0.1999 -0.0236
C 0.7932 -0.6481 1.0181
N 0.1505 -0.9565 2.3018
C -0.8327 -2.0340 2.0730
N -1.8559 -1.6228 1.0992
C -2.5144 -0.4116 1.6235
N -1.5628 0.7064 1.8056
C -0.9414 1.0161 0.5125
C -0.5350 0.2624 2.7654
H -0.7521 -2.1765 -0.6095
H -2.0380 -0.9374 -0.8606
H 1.5321 0.1503 1.1547
H 1.2842 -1.5484 0.6392
H -1.3327 -2.2738 3.0194
H -0.3202 -2.9261 1.6928
H -3.3000 -0.1089 0.9220
H -2.9502 -0.6566 2.6002
H -0.2308 1.8517 0.6126
H -1.7247 1.2852 -0.2113
H -1.0162 0.0648 3.7337
H 0.2022 1.0692 2.8808
*
```

These are the Mulliken partial charges, in e, on atoms 1 to 6: atom 1 (In): 0.789, atom 2 (Ir): 1.533, atom 3 (Cl): -0.339, atom 4 (Cl): -0.095, atom 5 (C): 0.455, atom 6 (C): 0.176

---

| no. | E_tot (Eh) |
| --- | --- |
| 1 | -2978.7628 |
| 2 | -4536.3111 |
| 3 | -3325.2784 |
| 4 | -2007.7959 |